# 1
The following is a DFT calculation (ωB97M-V/def2-TZVPD) of a single C5H7N3S molecule.

- 2S+1: 3
- LUMO level (spin up / spin down): 0.2 / -1.6 eV
- Frontier orbital gap (spin up / spin down): 6.46 / 7.06 eV
- Net charge: 0

Each line ends with the Mulliken spin population.
Cartesian coordinates (Å):
C  -2.403179  0.933419  -0.671518  0.61
C  -0.436056  2.134170  -0.670446  0.08
C  1.483182  -1.413864  0.385174  0.04
C  0.460195  -0.992440  1.307436  0.08
C  0.075370  -1.321027  -0.102467  0.02
N  -1.838260  1.988925  -0.569560  0.06
N  0.182879  0.937821  -0.762977  0.13
N  -0.353899  -0.294103  -0.933074  0.60
S  0.334206  3.630198  -0.669196  0.35
H  -2.945810  0.109366  -0.682964  0.03
H  2.307199  -0.655709  0.007386  0.00
H  1.922206  -2.454030  0.384248  0.00
H  0.153108  -1.620063  2.130084  0.00
H  0.358236  0.081770  1.601947  0.00
H  -0.543767  -2.235254  -0.126651  0.00
H  1.244388  1.170821  -0.627421  0.00

Atomic forces in eV per Å
C 1.3 1.8 -0.4
C -3.0 2.1 -1.3
C 3.9 -0.6 -1.7
C -0.7 1.9 2.2
C -0.1 -0.7 0.3
N 2.1 0.7 0.8
N 4.5 -1.3 0.5
N -1.3 2.5 -0.1
S -0.2 -1.3 0.2
H -2.5 -2.9 -0.1
H -2.0 -1.5 0.7
H -0.6 1.3 0.4
H -0.1 -0.4 -0.2
H 0.4 -0.9 -0.5
H 0.6 0.6 -0.7
H -2.2 -1.4 -0.1

# 2
The following is a DFT calculation (ωB97M-V/def2-TZVPD) of a molecular structure, C10H25I2O2P2Rh.

- 2S+1: 5
- LUMO level (spin up / spin down): -7.9 / -10.7 eV
- Frontier orbital gap (spin up / spin down): 7.54 / 4.94 eV
- Net charge: +2

Each line ends with the Mulliken spin population.
Cartesian coordinates (Å):
I  -0.050074  1.376229  2.804472  0.95
I  3.903102  -0.248236  -0.304514  0.67
Rh  1.068476  0.219598  0.376934  1.02
P  0.251268  -1.828426  1.063925  0.09
C  1.782200  -2.506046  1.802583  0.02
C  -0.977653  -2.050575  2.385932  0.04
H  -1.164859  -3.110922  2.598468  0.01
H  -0.555819  -4.034216  0.380754  0.01
H  -1.911151  -1.563430  2.105686  -0.01
H  -1.037779  -2.789319  -0.781354  0.00
H  2.130850  -1.816076  2.579026  0.00
H  -0.643637  -1.573289  3.302879  0.01
C  -0.226829  -3.119296  -0.128965  0.02
H  1.639516  -3.521261  2.198878  0.01
H  0.604496  -3.400782  -0.772989  0.00
H  2.587415  -2.517157  1.058346  0.00
P  0.084600  1.968706  -0.778799  0.07
C  1.540518  3.081008  -0.919366  0.01
C  -0.434870  1.807666  -2.525269  0.01
H  -2.088193  2.498376  0.135812  -0.01
H  -1.470776  3.889088  -0.797211  0.01
H  -0.866764  3.527523  0.824893  0.01
C  -1.198594  3.078749  -0.107481  0.04
H  -1.201543  1.039524  -2.645874  0.00
H  -0.837036  2.745282  -2.932800  0.01
H  1.320820  4.018436  -1.452845  0.01
H  2.356479  2.558949  -1.430169  0.01
H  0.393959  1.521221  -3.171105  0.00
H  1.922878  3.277878  0.089633  0.00
C  1.352969  -0.540244  -1.308021  -0.01
O  1.614712  -0.966167  -2.374319  0.01
C  -3.598658  -1.596083  -0.169329  0.10
C  -2.720875  -0.507209  -0.834414  -0.03
C  -3.681550  0.614721  -1.240917  0.13
O  -1.626126  -0.114851  -0.106163  0.81
H  -4.194383  -1.211069  0.673613  0.00
H  -3.007636  -2.412568  0.257564  0.00
H  -4.317711  -1.950517  -0.928272  0.01
H  -2.324042  -0.951719  -1.758849  0.00
H  -4.277671  1.005535  -0.403684  0.00
H  -3.167184  1.485358  -1.638579  -0.01
H  -4.396495  0.193068  -1.965874  0.01

Atomic forces in eV per Å
I 0.5 -0.3 -0.6
I -0.1 0.5 0.6
Rh 0.0 0.2 0.2
P 0.5 -2.5 0.8
C 0.3 0.2 -0.1
C -0.4 0.7 0.0
H 0.2 0.2 -0.2
H 0.1 0.3 0.2
H -0.1 -0.1 0.0
H 0.0 0.0 0.1
H -0.1 -0.3 0.1
H 0.2 0.0 0.2
C -0.2 0.1 -0.5
H -0.1 0.3 0.0
H 0.2 0.1 0.0
H -0.3 -0.2 0.1
P 0.4 2.5 -1.7
C 0.3 -0.3 0.2
C -0.2 -0.6 -0.2
H -0.1 0.1 -0.1
H 0.3 -0.4 0.0
H 0.2 0.2 0.1
C -0.3 -0.6 0.6
H 0.0 0.1 0.1
H 0.1 -0.1 0.5
H -0.1 -0.3 0.3
H -0.2 0.1 -0.1
H 0.2 0.0 0.1
H -0.1 0.3 -0.2
C 1.7 -1.8 -4.6
O -2.0 1.7 4.5
C -0.3 0.0 0.9
C 0.1 -1.3 -1.0
C -0.6 0.9 0.4
O -1.5 0.3 0.5
H 0.2 0.2 -0.3
H -0.1 0.0 -0.5
H 0.5 0.0 0.3
H -0.2 0.1 -0.2
H 0.2 -0.4 0.0
H 0.0 -0.1 -0.4
H 0.5 0.2 0.1

# 3
The following is a DFT calculation (ωB97M-V/def2-TZVPD) of 3 unconnected molecules or ions with the total composition C9H13NS.

- LUMO level: 0.4 eV
- Frontier orbital gap: 7.90 eV
- Net charge: 0

Each line ends with the Löwdin charge.
Cartesian coordinates (Å):
C  -1.118835  1.677086  2.342107  -0.13
C  -0.970853  2.998182  1.956784  -0.11
C  0.000099  0.891814  2.562603  -0.11
C  0.295698  3.535201  1.796036  -0.10
C  1.266259  1.427905  2.402014  -0.09
C  1.413672  2.751367  2.024262  -0.10
C  -0.351668  -0.636518  -1.617965  -0.41
C  -2.648947  0.731384  -1.947282  -0.41
C  1.350709  -4.447642  -1.735870  -0.15
N  2.049325  -4.418235  -0.701491  0.02
S  -1.387122  0.442576  -0.926960  0.89
H  -2.106570  1.258590  2.467873  0.10
H  -1.840188  3.613012  1.778426  0.10
H  -0.112413  -0.140477  2.856093  0.10
H  0.408352  4.566451  1.491928  0.10
H  2.139515  0.816232  2.573915  0.10
H  -0.466795  -0.970633  -2.627033  0.00
H  0.498025  -0.925050  -1.035907  -0.02
H  -2.684290  0.343317  -2.945308  0.00
H  -3.383470  1.432572  -1.612191  -0.02
H  2.400524  3.167539  1.889155  0.10
H  0.820121  -3.545355  -2.014292  0.04
H  1.218789  -5.298186  -2.412903  0.06
H  2.536558  -5.284363  -0.473358  0.04

Atomic forces in eV per Å
C -0.1 0.0 0.1
C 0.0 0.1 0.0
C 0.0 -0.1 0.0
C 0.0 0.1 0.0
C 0.1 0.0 0.0
C 0.1 0.0 -0.1
C -0.5 1.0 0.8
C 0.9 0.1 0.9
C -0.3 -0.2 -0.7
N 0.6 0.2 0.9
S -0.3 -1.0 -1.7
H -0.1 0.0 0.0
H -0.1 0.0 0.0
H 0.0 -0.1 0.0
H 0.0 0.1 0.0
H 0.1 -0.1 0.0
H -0.1 -0.1 -0.3
H 0.2 0.0 0.2
H 0.0 -0.2 -0.2
H -0.2 0.2 0.2
H 0.1 0.0 0.0
H -0.2 0.2 -0.1
H 0.1 -0.1 0.1
H -0.2 -0.1 -0.3

# 4
The following is a DFT calculation (ωB97M-V/def2-TZVPD) of a single C2H6N2O2 molecule.

- LUMO level: 1.1 eV
- Frontier orbital gap: 10.17 eV
- SMILES string: CO/N=C/NO
- Net charge: 0

Each line ends with the Löwdin charge.
Cartesian coordinates (Å):
C  2.516988  0.125495  0.229700  -0.11
C  -0.875127  -0.258029  -0.418116  -0.19
H  3.254217  -0.744506  0.225098  0.11
H  2.667142  0.972523  -0.434799  0.08
H  2.530868  0.530281  1.232956  0.07
H  -0.987467  -1.329677  -0.677942  0.14
H  -1.933877  1.429816  0.050982  0.14
H  -3.650148  -0.607272  -0.099281  0.10
N  0.214573  0.276662  -0.086612  0.04
N  -2.126652  0.467416  -0.356277  -0.08
O  1.337879  -0.544076  -0.180756  -0.20
O  -2.948392  -0.318635  0.515047  -0.09

Atomic forces in eV per Å
C 0.6 -1.2 -0.2
C -0.8 -0.7 0.1
H -0.5 1.6 -0.4
H 0.7 -0.2 -0.3
H -0.6 -0.1 0.5
H 0.1 0.7 0.0
H -0.6 -1.7 -0.2
H 0.3 0.2 0.6
N 0.5 0.9 0.3
N 1.9 0.4 0.1
O -1.1 -0.4 0.1
O -0.5 0.4 -0.6

Respective max |F| values: 0.0909; 0.1014; 0.0383; 0.0384 hartree/bohr.